Record 1
DFT (the ωB97M-V functional and the def2-TZVPD basis) results for a 2-piece molecular cluster, C4H12N2S overall at a distorted geometry.

The geometry in XYZ format:
```
19
Properties=species:S:1:pos:R:3:forces:R:3
C 0.188 0.848 0.529 -0.53 -0.42 -0.75
N -0.837 0.148 -0.280 0.71 0.45 0.29
C -1.975 -0.241 0.551 -0.17 -0.31 -0.32
N -3.006 -0.935 -0.191 -0.13 0.19 0.19
C 1.470 1.056 -0.275 -0.25 0.19 0.17
C 2.068 -0.221 -0.891 0.24 0.37 -0.71
S 1.927 -1.721 0.114 0.91 2.64 3.39
H 0.408 0.226 1.404 0.01 0.36 0.26
H -0.220 1.815 0.831 0.11 -0.06 0.17
H -0.349 -0.688 -0.601 -0.51 -0.10 0.00
H -1.677 -0.906 1.381 -0.01 0.27 -0.02
H -2.424 0.673 0.959 0.23 -0.14 0.07
H -3.248 -0.405 -1.016 -0.05 0.08 -0.12
H -2.699 -1.844 -0.497 0.14 -0.24 -0.04
H 2.196 1.511 0.413 0.05 -0.08 -0.19
H 1.262 1.780 -1.083 0.20 -0.29 0.27
H 3.128 -0.058 -1.152 -0.50 -0.04 0.14
H 1.544 -0.420 -1.837 0.10 -0.16 0.22
H 2.247 -0.616 1.641 -0.55 -2.71 -3.04
```
Forces are in eV/Å.

Results
Energy above the lowest of the compared OMol25 structures with the same formula, charge and spin in kcal/mol: 49.5
E_tot in hartree: -667.21592
Spin multiplicity: 1

Record 2
DFT (the ωB97M-V functional and the def2-TZVPD basis) results for one molecule with the formula C4H12N2S2 at a distorted geometry.

The geometry in XYZ format:
```
20
Properties=species:S:1:pos:R:3:forces:R:3
N -1.244 0.811 3.507 0.13 0.02 -0.19
C -0.915 -0.207 2.513 -0.48 0.01 0.53
C -1.618 -0.073 1.171 0.19 -0.56 -0.08
S -0.789 1.017 -0.037 -0.23 0.15 -0.06
S 1.163 0.434 -0.042 -0.05 -0.04 0.03
C 1.277 -1.065 -1.076 -0.29 0.77 0.26
C 0.977 -0.851 -2.537 0.27 -0.13 -0.96
N 1.315 -2.085 -3.252 -0.02 -0.29 0.29
H -1.108 1.733 3.109 0.02 0.07 0.06
H -2.220 0.730 3.755 -0.10 0.11 0.07
H 0.155 -0.215 2.366 0.33 -0.06 -0.06
H -1.183 -1.173 2.955 0.07 0.05 -0.12
H -1.718 -1.062 0.721 0.00 0.02 -0.12
H -2.633 0.314 1.307 0.14 0.13 -0.13
H 0.653 -1.843 -0.645 0.12 -0.21 0.07
H 2.335 -1.295 -0.970 0.00 -0.39 0.04
H 1.633 -0.083 -2.927 0.27 0.30 0.04
H -0.032 -0.488 -2.749 -0.15 -0.11 0.39
H 0.599 -2.784 -3.125 -0.05 -0.11 -0.09
H 1.498 -1.988 -4.240 -0.15 0.27 0.03
```
Forces are in eV/Å.

Results
SMILES: NCCSSCCN
Energy above the lowest of the compared OMol25 structures with the same formula, charge and spin in kcal/mol: 0.0
E_tot in hartree: -1065.48597
Spin multiplicity: 1

Record 3
DFT (the ωB97M-V functional and the def2-TZVPD basis) results for a 2-piece molecular cluster, C4H12N2Si overall at a distorted geometry.

The geometry in XYZ format:
```
19
Properties=species:S:1:pos:R:3:forces:R:3
H -0.796 2.050 -2.451 0.01 -0.16 -0.68
N -0.034 1.891 -1.812 -0.41 -0.51 1.90
Si -0.462 0.967 -0.531 -0.02 0.79 -2.16
N -0.003 1.378 1.023 1.34 0.19 2.44
C -1.454 -0.631 -0.528 0.92 0.33 -1.00
C -1.030 -1.537 0.592 0.23 -0.80 0.91
H 0.185 0.712 1.794 -0.58 0.22 -1.03
H 0.597 2.176 1.309 -0.93 -0.44 -1.08
H -2.428 -0.346 -0.303 -2.03 0.93 0.46
H -1.596 -1.063 -1.561 0.81 0.16 1.12
H -0.186 -2.132 0.323 0.97 -0.02 -0.07
H -0.829 -1.011 1.573 -0.33 -0.66 -1.16
H -1.720 -2.345 0.759 -0.94 -0.01 0.37
C 2.818 0.045 0.828 -2.89 -1.07 -0.36
C 2.305 -1.229 0.783 5.49 0.83 0.39
H 3.500 0.614 1.378 2.32 -0.47 0.59
H 2.155 0.816 0.403 0.11 -0.64 0.19
H 2.918 -2.232 0.821 -1.53 2.18 0.68
H 1.374 -1.179 0.394 -2.54 -0.84 -1.52
```
Forces are in eV/Å.

Results
SMILES: [H]/N=[Si](/N)CC.C=C
Energy above the lowest of the compared OMol25 structures with the same formula, charge and spin in kcal/mol: 67.7
E_tot in hartree: -558.52254
Spin multiplicity: 1

Record 4
DFT (the ωB97M-V functional and the def2-TZVPD basis) results for a 2-piece molecular cluster, C4H12N2Si2 overall at a distorted geometry.

The geometry in XYZ format:
```
20
Properties=species:S:1:pos:R:3:forces:R:3
C -1.799 -0.316 1.608 -0.07 0.00 0.12
C -1.253 -0.160 0.409 0.69 -0.09 -0.33
C -3.219 -0.015 1.948 0.00 -0.05 -0.04
C 1.735 1.880 -1.003 0.18 0.25 0.11
N 1.063 -1.805 -1.017 -0.11 -0.66 0.19
N 1.413 0.484 -1.069 -0.04 0.05 0.23
Si 2.118 -0.814 -2.001 -1.47 0.14 1.30
Si 0.534 -0.533 0.040 1.73 0.03 1.54
H -1.189 -0.690 2.418 0.21 -0.05 0.17
H -1.868 0.223 -0.397 -0.07 0.01 -0.16
H -3.266 0.646 2.813 -0.06 0.03 0.04
H -3.740 -0.936 2.212 -0.05 -0.01 0.06
H -3.734 0.449 1.110 -0.08 0.04 -0.03
H 1.977 2.255 -1.999 -0.05 0.18 0.04
H 0.887 2.443 -0.611 0.03 0.16 -0.07
H 2.594 2.067 -0.350 -0.02 0.12 -0.03
H 0.996 -2.801 -0.928 -0.03 -0.05 0.05
H 3.544 -1.047 -1.799 0.39 -0.04 -0.14
H 1.733 -0.771 -3.409 0.19 -0.02 -0.41
H 1.474 -0.559 2.028 -1.37 -0.04 -2.65
```
Forces are in eV/Å.

Results
Energy above the lowest of the compared OMol25 structures with the same formula, charge and spin in kcal/mol: 0.4
E_tot in hartree: -848.09990
Spin multiplicity: 1